1.
Here is a 6-piece molecular cluster, C25H32ClF15N3O11P overall in a non-equilibrium geometry from the OMol25 dataset. Energies are from the ωB97M-V functional and the def2-TZVPD basis.

Properties
**Net charge**: 0
**SMILES string**: N#C[C@H]([C@@H](C#N)CN)P(O)Cl.CCOC(=O)C(F)(F)F.CCOC(=O)C(F)(F)F.CCOC(=O)C(F)(F)F.CCOC(=O)C(F)(F)F.CCOC(=O)C(F)(F)F
**HOMO energy**: -9.9 eV
**Lowest unoccupied orbital energy**: -0.00334 hartree
**Energy**: -116012.1229 eV
**Kohn-Sham gap**: 0.3606 Ha

```
88
C25H32ClF15N3O11P, DFT the ωB97M-V functional and the def2-TZVPD basis
N 3.07 -5.17 -0.13
C 3.53 -4.87 0.89
C 3.92 -4.37 2.18
C 5.24 -5.02 2.70
C 5.47 -6.33 2.13
N 5.69 -7.42 1.82
C 6.43 -4.08 2.47
N 6.68 -3.74 1.07
P 2.59 -4.65 3.50
O 1.59 -3.40 3.17
Cl 1.63 -6.32 2.81
H 4.07 -3.30 2.14
H 5.14 -5.11 3.77
H 6.16 -3.16 2.97
H 7.31 -4.49 2.94
H 6.46 -4.53 0.48
H 6.07 -3.00 0.76
H 2.08 -2.58 3.30
C 0.75 -4.69 -2.04
C -0.47 -4.84 -2.93
O -1.19 -3.59 -3.04
C -0.73 -2.73 -3.92
O 0.21 -2.87 -4.64
C -1.63 -1.49 -3.93
F -1.93 -1.07 -2.70
F -2.77 -1.75 -4.57
F -1.04 -0.47 -4.56
H 0.47 -4.30 -1.07
H 1.24 -5.65 -1.91
H 1.47 -4.00 -2.48
H -1.17 -5.55 -2.49
H -0.20 -5.21 -3.92
C -4.21 0.77 -3.45
C -5.50 1.44 -3.86
O -6.23 1.89 -2.70
C -5.86 3.05 -2.20
O -4.99 3.76 -2.60
C -6.76 3.41 -1.01
F -6.96 2.37 -0.20
F -7.97 3.83 -1.43
F -6.24 4.39 -0.28
H -4.39 -0.04 -2.75
H -3.70 0.37 -4.33
H -3.53 1.48 -2.97
H -6.15 0.73 -4.36
H -5.33 2.27 -4.54
C -3.93 7.15 1.85
C -2.78 7.04 2.82
O -2.21 5.72 2.81
C -1.33 5.48 1.84
O -0.97 6.24 1.00
C -0.79 4.05 1.99
F -1.76 3.18 2.24
F 0.09 3.99 3.00
F -0.16 3.67 0.88
H -4.67 6.38 2.05
H -4.40 8.12 1.93
H -3.59 7.01 0.82
H -3.13 7.19 3.84
H -2.01 7.78 2.62
C 12.94 -7.24 4.49
C 11.73 -7.91 3.88
O 10.52 -7.48 4.53
C 10.02 -6.34 4.11
O 10.46 -5.63 3.26
C 8.71 -6.05 4.86
F 8.82 -6.28 6.16
F 7.72 -6.81 4.39
F 8.34 -4.77 4.70
H 12.97 -7.41 5.57
H 13.86 -7.64 4.05
H 12.92 -6.16 4.33
H 11.78 -8.99 4.04
H 11.67 -7.74 2.81
C -7.24 6.87 -2.39
C -8.45 6.71 -3.28
O -9.19 7.95 -3.38
C -8.75 8.82 -4.26
O -7.80 8.70 -4.97
C -9.67 10.05 -4.27
F -9.98 10.44 -3.03
F -10.80 9.77 -4.92
F -9.08 11.07 -4.89
H -7.53 7.25 -1.41
H -6.74 5.92 -2.27
H -6.53 7.58 -2.81
H -9.14 5.99 -2.86
H -8.18 6.36 -4.27
```

***

2.
Here is a 2-piece molecular cluster, C4H11N2OS overall in a non-equilibrium geometry from the OMol25 dataset. Energies are from the ωB97M-V functional and the def2-TZVPD basis.

Properties
**Net charge**: +1
**HOMO energy (spin up / spin down)**: -13.1 / -13.1 eV
**Lowest unoccupied orbital energy (spin up / spin down)**: -0.25054 / -0.25061 hartree
**Energy**: -20178.8666 eV
**Kohn-Sham gap (spin up / spin down)**: 0.2322 / 0.2307 Ha
**Relative energy (zero: lowest compared OMol25 entry of this formula, charge and spin)**: 463.8 kJ/mol

```
19
C4H11N2OS, DFT the ωB97M-V functional and the def2-TZVPD basis
C -2.57 0.30 -0.27
C 2.64 0.95 -0.41
C 1.01 -0.54 1.17
C 1.25 0.30 -0.07
N -2.59 -0.96 -0.51
N -3.54 1.07 0.09
O 0.90 -0.41 -1.22
S 0.09 1.76 -0.06
H 3.29 0.18 -0.87
H 2.35 1.62 -1.24
H 3.16 1.50 0.35
H 1.52 -1.48 1.02
H 1.41 -0.13 2.10
H -0.07 -0.59 1.29
H -3.40 -1.57 -0.54
H -1.85 -1.30 -1.17
H -4.42 1.13 -0.40
H -3.21 2.04 0.27
H 1.43 -0.09 -1.98
```

***

3.
Here is C2H8Cu2O4 as an isolated structure in a non-equilibrium geometry from the OMol25 dataset. Energies are from the ωB97M-V functional and the def2-TZVPD basis.

Properties
**Net charge**: -2
**HOMO energy**: 0.2 eV
**Lowest unoccupied orbital energy**: 0.20627 hartree
**Energy**: -99667.9682 eV
**Kohn-Sham gap**: 0.2006 Ha
**Relative energy (zero: lowest compared OMol25 entry of this formula, charge and spin)**: 0.0 kJ/mol

```
16
C2H8Cu2O4, DFT the ωB97M-V functional and the def2-TZVPD basis
Cu -0.13 -0.37 0.25
Cu -2.65 0.37 0.44
C -1.62 2.01 -2.18
O -1.45 0.70 -1.69
H -0.97 2.64 -1.57
H -1.35 2.13 -3.24
H -2.59 2.49 -2.08
C 3.39 -1.31 0.65
O 2.44 -0.34 0.28
H 4.40 -0.91 0.55
H 3.35 -1.60 1.70
H 3.24 -2.22 0.08
O -2.05 -1.96 0.69
H -2.13 -2.52 1.49
O -1.03 0.75 1.95
H -0.85 0.13 2.67
```